1.
Entry from the OMol25 dataset: a structure of composition C23H45MoN4O2P3 at a distorted geometry (the ωB97M-V functional and the def2-TZVPD basis).

Positions of all 78 atoms, in Å:
P 3.7402 -0.4316 -0.2792
C 4.1798 -0.5865 1.4747
H 5.0891 -1.1937 1.5969
H 3.3593 -1.0485 2.0613
H 4.3884 0.4009 1.9139
C 3.7818 -2.0473 -1.0700
H 3.5977 -1.9061 -2.1482
H 3.0318 -2.7196 -0.6206
H 4.8000 -2.4561 -0.9150
C 4.9118 0.6100 -1.1896
H 5.8064 -0.0041 -1.3996
H 5.2055 1.4897 -0.5930
H 4.4605 0.9265 -2.1469
P -1.2359 4.2453 -1.2893
C -1.0562 4.7087 0.4893
H -1.1563 5.7895 0.6697
H -0.0625 4.3532 0.8245
H -1.8069 4.1370 1.0643
C -0.3018 5.4940 -2.2590
H -0.3898 5.1884 -3.3120
H 0.7574 5.4145 -1.9822
H -0.6980 6.5061 -2.1012
C -2.9648 4.5949 -1.8389
H -3.1890 5.6694 -1.7843
H -3.6521 3.9963 -1.2250
H -3.0468 4.2294 -2.8767
P -2.9963 -2.1478 -0.1249
C -3.5884 -2.2807 1.5731
H -3.8172 -3.3404 1.7886
H -4.5286 -1.7229 1.7244
H -2.8350 -1.9334 2.3116
C -4.3013 -2.2595 -1.3299
H -4.7972 -3.2211 -1.1204
H -3.8542 -2.2545 -2.3363
H -5.0124 -1.4242 -1.2175
C -1.7968 -3.4428 -0.4510
H -2.3923 -4.3682 -0.4613
H -1.0363 -3.4678 0.3475
H -1.3246 -3.2533 -1.4311
Mo -0.0266 -0.0426 -3.5601
C 2.1364 0.4212 -0.1769
O 1.0779 0.8796 -0.1960
C -1.9917 -0.6929 -0.5302
O -1.3316 0.2345 -0.2378
C -1.3794 -0.0679 -5.1541
C -0.6732 -1.2930 -5.0832
C 0.7458 -1.2968 -5.0320
C 1.4488 -0.0633 -5.0575
C 0.7409 1.1640 -5.1130
C -0.6793 1.1642 -5.1493
H -2.4607 -0.0578 -5.2591
H -1.2300 -2.2238 -5.0760
H 1.2858 -2.2356 -4.9348
H 2.5302 -0.0467 -5.0376
H 1.2701 2.1119 -5.1790
H -1.2241 2.0979 -5.2594
C -1.1047 0.1173 3.5631
N -0.9939 -1.2744 3.0500
C -0.8757 -2.1963 4.2125
N 0.2962 -1.8721 5.0490
C 0.1441 -0.4809 5.5295
N 0.0592 0.4847 4.3970
C 1.2891 0.3594 3.5929
N 1.4637 -1.0216 3.0566
C 0.2586 -1.3681 2.2779
C 1.5142 -1.9568 4.2152
H -2.0154 0.2006 4.1713
H -1.1689 0.7908 2.6967
H -0.7670 -3.2205 3.8281
H -1.7826 -2.1066 4.8255
H 1.0154 -0.2259 6.1493
H -0.7839 -0.4149 6.1157
H 1.2498 1.0570 2.7418
H 2.1568 0.5968 4.2263
H 0.3681 -2.4045 1.9214
H 0.1835 -0.6790 1.4311
H 2.3866 -1.7040 4.8318
H 1.5981 -2.9778 3.8170

Forces on atoms 1 to 2 (eV/Å):
3.025 -0.565 1.420
-0.217 0.317 0.297

## Properties
E_HOMO (spin up / spin down): -17.505 / -17.502 eV
orbital gap (spin up / spin down): 2.988 / 2.968 eV
LUMO energy (spin up / spin down): -14.52 / -14.53 eV
DFT total energy: -64309.7678 eV
2S+1: 3
charge: +4

***

2.
Entry from the OMol25 dataset: a structure of composition C9H8F6N3OPPdS (the ωB97M-V functional and the def2-TZVPD basis).

Positions of all 30 atoms, in Å:
Pd 2.4226 0.4570 0.6560
N 0.8326 -0.2598 -2.3727
C -0.4523 -0.2130 -1.8833
C -1.4787 -0.9038 -2.4916
C -2.8076 -0.7800 -2.0570
C -3.1396 0.0417 -1.0196
C -2.1196 0.7527 -0.3488
C -2.3772 1.5969 0.7519
C -1.3505 2.2381 1.3756
C -0.0390 2.0219 0.9168
N 0.2423 1.2353 -0.0969
C -0.7701 0.6180 -0.7593
H 1.0940 -1.1359 -2.7943
H 1.5484 0.1226 -1.7734
H -1.2474 -1.5453 -3.3338
H -3.5798 -1.3433 -2.5666
H -4.1660 0.1459 -0.6903
H -3.3993 1.7169 1.0927
H -1.5202 2.8852 2.2255
H 0.8012 2.5019 1.4054
F 2.7715 -2.3677 1.4599
P 1.2817 -2.3023 2.0873
F 0.8190 -1.4222 0.7526
F 1.6618 -0.8957 2.8129
F 0.8883 -3.6577 1.3157
F 1.7615 -3.1257 3.3797
F -0.2142 -2.1793 2.6649
O 4.0154 1.7666 -1.5055
S 4.5778 2.2593 -0.2335
N 3.9433 1.7715 1.0300

Forces on atoms 1 to 2 (eV/Å):
-0.301 -0.586 0.212
-0.057 -0.084 0.082

## Properties
E_HOMO (spin up / spin down): -5.378 / -5.435 eV
orbital gap (spin up / spin down): 7.960 / 8.022 eV
LUMO energy (spin up / spin down): 2.58 / 2.59 eV
DFT total energy: -55897.5400 eV
2S+1: 2
charge: -1

***

3.
Entry from the OMol25 dataset: a cluster of 3 separate species, C25H38O10 in total at a distorted geometry (the ωB97M-V functional and the def2-TZVPD basis).

Positions of all 73 atoms, in Å:
C 6.7909 -0.6490 3.5360
C 7.1112 0.4582 3.8871
C 7.0516 1.9557 4.1599
C 6.1595 2.7195 3.1173
C 4.8220 2.0233 3.4431
O 3.8369 2.7289 2.6571
C 2.8163 3.2706 3.4485
O 2.9431 4.3993 3.8285
C 1.5443 2.5131 3.7987
C 0.7926 1.8225 2.8140
C -0.4004 1.1823 3.2335
C -0.8367 1.2241 4.5751
C -0.0515 1.8937 5.5467
C 1.1378 2.5388 5.1524
O 4.7584 2.2142 4.8619
C 6.0596 2.1341 5.3759
O 6.3741 2.2195 6.5134
H 6.4387 -1.6098 3.1770
H 8.0623 2.3823 4.2506
H 6.5224 2.7722 2.0794
H 6.0063 3.7472 3.5123
H 4.6750 0.9780 3.1129
H 1.1258 1.7863 1.7671
H -0.9918 0.6623 2.4656
H -1.7844 0.7390 4.8450
H -0.3791 1.9114 6.5969
H 1.7455 3.0760 5.8963
C -3.2845 0.8148 -0.8144
O -3.6132 -0.1241 0.1932
C -4.7850 0.2011 0.9235
C -5.7354 -0.9808 1.0386
O -6.3315 -1.4282 -0.1724
C -5.4953 -2.0025 -1.1695
C -4.8294 -3.3225 -0.8115
O -3.8697 -3.1751 0.2246
C -3.9855 -4.1303 1.2605
H -2.6697 1.6154 -0.3896
H -2.7050 0.2984 -1.5814
H -4.1743 1.2373 -1.2910
H -5.3140 1.0496 0.4751
H -4.4704 0.4921 1.9331
H -6.5714 -0.6593 1.6671
H -5.2730 -1.8126 1.5703
H -4.7681 -1.2739 -1.5282
H -6.1566 -2.1995 -2.0183
H -4.2943 -3.6909 -1.6954
H -5.5962 -4.0572 -0.5467
H -5.0286 -4.3909 1.4656
H -3.5669 -3.6922 2.1679
H -3.4164 -5.0307 1.0101
C -0.6735 -0.2011 -7.2896
O 0.4458 -0.1245 -6.4294
C 0.5299 1.0822 -5.6886
C 0.7853 0.8340 -4.2095
O -0.2600 0.1923 -3.4881
C -0.5760 -1.1564 -3.8258
C 0.5044 -2.1882 -3.5402
O 1.6467 -2.0102 -4.3641
C 2.8745 -2.0374 -3.6642
H -0.4357 0.2503 -8.2587
H -0.9075 -1.2557 -7.4434
H -1.5564 0.2823 -6.8599
H -0.3774 1.6864 -5.8033
H 1.3729 1.6547 -6.0931
H 0.9000 1.8133 -3.7352
H 1.7331 0.3202 -4.0505
H -0.9298 -1.2202 -4.8545
H -1.4386 -1.4149 -3.2039
H 0.1000 -3.1831 -3.7627
H 0.7667 -2.1564 -2.4780
H 2.7939 -1.5791 -2.6733
H 3.6006 -1.4611 -4.2399
H 3.2353 -3.0664 -3.5732

Forces on atoms 1 to 2 (eV/Å):
-0.028 -0.169 -0.098
-0.671 1.140 -0.418

## Properties
E_HOMO: -9.160 eV
orbital gap: 9.596 eV
LUMO energy: 0.44 eV
DFT total energy: -47009.2201 eV
2S+1: 1
structure (SMILES): C#C[C@H]1C[C@H](OC(=O)c2ccccc2)OC1=O.COCCOCCOC.COCCOCCOC

***

4.
Entry from the OMol25 dataset: a structure of composition C19H40BrIN4O8PS3 at a distorted geometry (the ωB97M-V functional and the def2-TZVPD basis).

Positions of all 77 atoms, in Å:
C -2.2588 -5.7898 2.0486
C -1.1713 -4.8264 2.4795
O -1.4942 -3.4963 2.0948
C -0.3839 -2.7920 1.5693
C -0.6538 -1.2914 1.4271
C -2.0541 -0.8331 1.7629
C -3.3002 -1.4652 1.0597
Br -3.0361 -2.6208 -0.4336
N -4.0893 -1.9731 2.2318
P -5.8544 -2.2545 1.9725
N -6.0881 -3.3001 3.3054
O -5.8592 -3.3184 0.7715
C -3.7917 -1.0606 3.1817
N -4.6288 -0.4851 4.0139
N -2.4585 -0.6842 3.1835
I -1.3459 -1.5798 4.6554
H -2.4906 -5.7024 0.9912
H -3.1439 -5.6902 2.6725
H -1.8788 -6.8008 2.2071
H -0.2248 -5.1394 2.0381
H -1.0832 -4.8471 3.5694
H 0.4462 -2.9146 2.2739
H -0.0178 -3.2013 0.6289
H -0.4871 -1.0171 0.3896
H 0.0778 -0.7415 2.0133
H -2.0686 0.1878 1.3721
H -3.8657 -0.6109 0.6932
H -6.1572 -2.8054 4.1857
H -6.9497 -3.8262 3.2057
H -6.2321 -4.1649 1.0412
H -5.6280 -0.5944 3.9802
H -4.2581 0.1742 4.6784
C 2.2363 -1.2609 -3.8474
C 3.4542 -2.0576 -3.3610
C 3.7827 -1.5658 -1.9480
S 2.2402 -0.9876 -1.2460
O 2.3225 0.4350 -1.0172
O 1.8168 -1.8662 -0.1738
C 1.2348 -1.2812 -2.6960
H 1.8075 -1.6868 -4.7529
H 2.5317 -0.2325 -4.0637
H 3.2113 -3.1223 -3.3367
H 4.3081 -1.9296 -4.0232
H 4.1832 -2.3533 -1.3137
H 4.4622 -0.7199 -1.9737
H 0.4696 -0.5099 -2.7617
H 0.7721 -2.2619 -2.5832
C -2.4669 5.4383 0.0848
C -2.5138 4.5690 1.3486
C -3.1833 3.2434 0.9623
S -2.8272 2.9925 -0.7876
O -4.0686 3.0428 -1.5131
O -1.9206 1.8796 -0.9331
C -1.9534 4.5327 -1.0302
H -1.8253 6.3073 0.2156
H -3.4702 5.7940 -0.1576
H -1.4982 4.3810 1.7016
H -3.0550 5.0604 2.1554
H -2.7863 2.3999 1.5241
H -4.2655 3.2898 1.0713
H -2.1614 4.9053 -2.0299
H -0.8893 4.3259 -0.9187
C 6.5609 3.0216 -1.0174
C 7.2929 3.6452 -2.2148
C 6.7953 2.9299 -3.4783
S 5.1233 2.3822 -3.1106
O 5.0988 0.9372 -3.1062
O 4.1760 3.1271 -3.8966
C 5.0898 2.9501 -1.4165
H 6.6976 3.6060 -0.1092
H 6.9450 2.0164 -0.8313
H 7.0547 4.7084 -2.2748
H 8.3735 3.5574 -2.1182
H 6.7614 3.5837 -4.3455
H 7.3880 2.0460 -3.7049
H 4.4983 2.2569 -0.8213
H 4.6264 3.9360 -1.4145

Forces on atoms 1 to 2 (eV/Å):
0.339 -0.329 0.310
-0.385 -0.037 -0.088

## Properties
E_HOMO: -11.723 eV
orbital gap: 7.880 eV
LUMO energy: -3.84 eV
DFT total energy: -162622.7868 eV
2S+1: 1
charge: +1